# 1
A cluster of 3 separate species, C17H39BO9PS2 in total in a non-equilibrium geometry, computed with ωB97M-V with the def2-TZVPD basis set.

CARTESIAN COORDINATES (ANGSTROEM)
C1 -2.37433 -1.28464 0.12423
H1 -5.17118 -1.36603 0.69542
O1 1.59873 5.71305 2.74257
S1 -0.27796 -3.69185 -2.62300
H2 1.57319 7.51136 3.78099
H3 1.65172 2.79586 4.32959
H4 -6.09997 0.01579 0.09852
H5 2.32027 5.02453 4.53885
O2 -4.91621 -0.50019 3.15895
O3 -4.15630 0.40768 0.31248
H6 -5.69698 1.19558 2.26448
H7 6.25934 -3.28030 -3.75792
C2 0.75598 2.47367 0.49871
O4 0.29306 2.92488 2.87509
O5 4.55114 -1.61943 -4.86325
H8 0.13351 4.34720 1.36184
H9 0.26696 2.59154 -0.47674
H10 0.77175 -4.17780 -4.99419
C3 1.47998 4.84196 3.85298
O6 2.09969 2.91707 0.39711
C4 -5.29730 -0.28422 0.77735
C5 1.50869 3.39291 3.42555
H11 -4.54474 1.24759 4.20749
H12 -3.57337 -4.33061 0.11197
H13 2.41196 -0.35291 -4.18127
C6 2.98050 1.88796 -0.00853
H14 1.00566 -0.74022 -1.29807
O7 -3.03794 -2.43517 0.62591
H15 -2.88661 -0.13128 1.87261
H16 0.54339 5.03573 4.39013
C7 -3.02745 -3.49191 -0.31903
C8 -4.89420 0.21989 4.36518
C9 5.44444 -3.18439 -3.04448
H17 -5.88547 0.24878 4.83592
H18 2.75160 -3.82736 -4.75419
H19 0.72127 1.41350 0.77508
H20 4.96556 -4.15474 -2.91646
C10 1.96770 -1.16109 -3.60432
H21 -4.20061 -0.28492 5.03470
H22 -1.06067 3.04512 1.40818
C11 -2.88700 -0.02863 0.78514
H23 3.98784 2.30190 -0.01505
H24 2.35117 3.20159 2.75755
H25 1.12762 7.55454 2.06025
O8 2.49084 -3.21640 -2.58277
H26 -3.52416 -3.18722 -1.24818
H27 3.21763 -1.40024 -1.85835
B1 4.35482 -2.20636 -3.60919
H28 -2.50544 -1.20691 -0.96000
H29 -6.77206 -0.22634 2.32214
H30 -1.29839 -1.37314 0.32480
H31 5.82717 -2.87642 -2.07384
C12 1.91205 -5.48747 -3.36671
C13 0.00003 3.27641 1.52936
H32 -2.00385 -3.79135 -0.54675
H33 -2.20117 0.77976 0.52065
P1 1.57193 -3.74786 -3.90468
C14 -5.73300 0.10296 2.17198
H34 -1.21666 -3.40733 -3.52412
H35 4.05301 -2.13139 -5.51278
S2 0.76235 -0.20957 -2.49500
C15 3.01715 -1.91393 -2.79711
C16 1.04120 6.98108 2.98101
O9 1.34202 -2.07741 -4.39550
H36 2.72836 1.52457 -1.00862
H37 -0.01955 6.90385 3.24909
H38 2.34199 -7.52094 -2.49164
H39 2.95120 1.04970 0.69895
C17 2.12808 -6.62003 -3.03102

Values from the calculation:
Total energy (Ha): -2510.7739
Net charge: -1
Gap between HOMO and LUMO (eV): 7.04

=====

# 2
A structure of composition C36H76N4O4 in a non-equilibrium geometry, computed with ωB97M-V with the def2-TZVPD basis set.

CARTESIAN COORDINATES (ANGSTROEM)
N1 3.50341 1.31063 1.24781
H1 2.03716 2.31082 3.58458
H2 -4.93030 -2.10507 4.55341
H3 -3.66783 -1.03755 7.87077
C1 3.94041 1.14742 -1.11526
C2 4.37571 0.64776 0.25827
H4 -3.92083 0.04015 1.93708
H5 -0.48597 1.00892 -3.26545
H6 -3.16539 1.14344 -4.87326
C3 -1.93368 0.12066 0.14834
H7 -0.08289 0.31719 4.05540
H8 -2.17810 1.05194 -8.37230
H9 -1.88810 -2.95541 0.15392
H10 -2.55776 -0.75076 0.34644
H11 -0.98422 3.83121 -6.44599
H12 -2.66970 -1.15895 -5.53563
H13 0.21104 -1.37553 -6.70864
H14 4.68865 -1.31954 -0.59363
H15 -2.36343 3.17256 -5.70526
C4 -1.29128 1.44984 -3.85295
H16 -3.33546 0.50028 7.18681
H17 4.36304 2.25291 4.01310
C5 -2.27515 0.22337 3.35229
C6 3.20811 -0.67230 2.64647
H18 -4.22337 1.55964 4.90324
C7 -0.68282 -1.88486 -2.12854
H19 -1.33589 4.37087 -4.83438
C8 -3.78141 -0.46567 6.94981
C9 2.00733 1.30688 3.16115
H20 -4.82009 -0.15496 6.83716
C10 -1.96471 1.65295 2.90354
C11 5.90103 0.85773 0.55404
H21 2.66877 2.97365 0.95384
H22 -2.73687 2.34122 2.55981
C12 -4.02719 -2.13523 5.16298
O1 -4.32760 0.79920 4.32664
H23 -1.21042 -1.05058 -4.66732
C13 0.26639 -2.48754 0.21048
H24 -2.82764 1.69906 -6.94636
H25 3.30160 -1.09028 3.64879
H26 6.52361 0.56917 -0.29285
C14 1.45301 -3.20820 0.86552
O2 3.55710 2.72118 1.21606
H27 2.18674 -0.81960 2.29546
H28 -3.29241 0.02039 -7.37168
C15 3.41969 0.87750 2.62054
C16 0.27321 1.36167 -0.40457
C17 -1.04527 -3.05897 0.83730
H29 1.61646 0.78641 4.03547
C18 -1.87322 -0.45483 -5.29492
H30 -4.24180 -2.90146 5.90791
H31 1.24047 1.33254 2.38696
H32 -1.73654 -2.08494 -1.93422
H33 3.88439 -2.49006 1.56728
H34 1.19719 -2.77741 -1.84844
H35 -1.11591 0.22147 -2.36737
C19 -1.34612 3.48988 -5.47613
C20 -0.43151 -0.05258 -0.38200
C21 -2.43511 0.54691 -4.32651
H36 6.15926 0.43428 1.52466
H37 4.33542 0.82206 4.64435
H38 -1.44926 -2.62161 1.75033
H39 2.98854 -1.01489 -0.01901
C22 -1.31927 0.24475 -6.50200
O3 0.20880 1.74244 -7.27304
H40 0.11221 -1.98733 4.87173
H41 -1.29932 -1.60614 -7.56921
H42 -2.50880 0.54895 -0.67258
H43 5.46917 1.17964 3.24153
H44 -1.97004 0.93569 0.87120
C23 -3.00192 -0.48343 2.20083
H45 1.30970 1.31805 -0.73908
H46 -2.91115 0.07467 -3.46716
H47 1.35455 -4.28881 0.96894
H48 0.76669 1.01207 -7.55042
N2 0.37066 -1.02748 0.36094
C24 0.92194 2.65533 -4.42232
H49 4.34743 0.46490 -1.86133
C25 -0.39860 -0.44788 -1.89245
H50 1.75043 -2.88575 1.86335
H51 -1.55657 2.25356 3.71642
N3 -3.15404 0.23248 4.57336
H52 -1.76777 2.28457 -3.33884
H53 0.64701 -0.19934 -2.07423
C26 4.45672 1.23238 3.64183
H54 -0.11234 -0.59998 -8.19854
H55 -0.56127 -2.28324 -3.13581
H56 -0.11218 -3.79091 -1.51060
N4 -0.29995 1.24041 -6.11529
H57 -2.53012 -0.61675 1.22731
C27 -2.48666 0.75445 -7.37010
O4 0.57445 -0.54659 1.67225
H58 -0.23918 2.05169 -1.07495
H59 5.17729 -1.29937 2.02441
H60 1.48176 3.20634 -5.17803
C28 4.05290 -0.90806 0.19034
H61 -1.46602 -2.46416 4.25354
H62 -1.27565 1.79947 2.07178
H63 0.80666 3.42038 -3.65452
H64 6.10491 1.89973 0.80056
C29 -0.50427 2.19415 -5.02557
C30 -0.81871 -0.38708 3.66726
H65 4.28467 2.15534 -1.34694
H66 1.33578 -0.03825 1.38318
H67 1.62438 1.86262 -4.16487
H68 2.32743 -3.13951 0.21840
H69 -0.34311 -0.51873 2.69536
C31 -0.57986 -0.85334 -7.24705
H70 2.86636 1.18993 -1.29607
H71 -1.72360 -1.99161 6.64917
C32 -3.18742 -0.92331 5.57894
C33 -1.71212 -1.18741 5.91348
H72 -3.29432 -1.49401 2.48600
C34 0.25698 -2.78779 -1.29707
H73 -1.17627 -0.29391 6.23384
H74 -0.99480 -4.14678 0.88442
H75 0.23888 1.91005 0.53681
C35 4.15996 -1.43947 1.65901
H76 -3.47853 -2.74236 4.44293
C36 -0.89639 -1.63022 4.66361

Values from the calculation:
Total energy (Ha): -1936.6841
Gap between HOMO and LUMO (eV): 8.04
Energy above the lowest of the compared OMol25 structures with the same formula, charge and spin (kcal/mol): 244.0

=====

# 3
The molecule C4H10N2OS in a non-equilibrium geometry, computed with ωB97M-V with the def2-TZVPD basis set.

CARTESIAN COORDINATES (ANGSTROEM)
H1 -1.06568 1.08499 -0.12635
N1 1.77369 -0.25381 -2.57891
H2 0.23951 1.76261 0.52363
H3 -0.32189 0.40100 2.73702
S1 -2.61581 -0.16815 2.29022
C1 0.44223 -0.09506 -1.92767
H4 -1.39667 1.76618 2.56355
H5 2.44017 -0.03196 -1.84127
C2 0.40411 -0.43068 0.53074
O1 0.98299 -0.88356 1.48849
C3 -1.07381 0.85696 2.08406
H6 -0.31602 -0.36315 -2.68261
H7 0.11997 0.92278 -1.72429
H8 0.39052 -1.92687 -0.95898
H9 1.97619 -1.23851 -2.72312
N2 0.42548 -0.94996 -0.74268
H10 -2.00694 -1.35512 2.35926
C4 -0.39805 0.90231 0.72891

Values from the calculation:
SMILES: NCNC(=O)CCS
Total energy (Ha): -741.3293
Gap between HOMO and LUMO (eV): 9.88
Energy above the lowest of the compared OMol25 structures with the same formula, charge and spin (kcal/mol): 30.5

=====

# 4
A cluster of 2 separate species, C5H8O2 in total in a non-equilibrium geometry, computed with ωB97M-V with the def2-TZVPD basis set.

CARTESIAN COORDINATES (ANGSTROEM)
C1 0.61665 -1.93081 -0.72616
H1 -1.64521 1.44630 -0.09156
H2 1.17007 -1.84472 -1.66935
C2 2.33762 1.38896 -0.96592
O1 -1.82237 1.08266 1.96004
C3 -0.18825 0.04431 0.59819
C4 -0.23730 -0.72135 -0.48960
O2 2.53366 0.78077 -1.90596
H3 -0.94469 -0.46371 -1.28058
C5 -1.02520 1.26888 0.80191
H4 -0.36161 2.14122 0.92389
H5 -2.27190 1.91588 2.14484
H6 1.34084 -2.06951 0.08330
H7 0.49656 -0.20294 1.41035
H8 0.00114 -2.83594 -0.79338

Values from the calculation:
Total energy (Ha): -345.7554
Gap between HOMO and LUMO (eV): 10.49
Energy above the lowest of the compared OMol25 structures with the same formula, charge and spin (kcal/mol): 31.1

=====

# 5
A structure of composition C18H42CoN6O14S in a non-equilibrium geometry, computed with ωB97M-V with the def2-TZVPD basis set.

CARTESIAN COORDINATES (ANGSTROEM)
H1 18.54526 -5.14615 9.60236
N1 18.30444 -4.96065 11.67080
H2 14.38281 -11.48050 9.66005
H3 11.80514 -6.87594 13.67915
O1 11.60180 -11.86406 9.45039
Co1 15.13061 -8.23066 12.59192
H4 13.11715 -3.66773 12.87422
H5 10.48657 -7.93498 9.84762
H6 11.90812 -9.45925 10.97015
H7 15.72777 -2.34852 13.12101
C1 15.20347 -8.92424 8.79025
C2 19.09618 -6.53011 15.89202
H8 12.00680 -5.71604 12.40343
O2 14.58971 -6.35937 13.55594
C3 17.82380 -8.87116 12.53264
H9 12.25768 -13.54580 10.49802
H10 17.50442 -10.98830 12.25005
C4 12.59329 -12.53206 10.27937
C5 10.10187 -7.53526 10.78588
O3 14.65335 -6.96562 10.83663
H11 12.76710 -12.09705 11.26357
C6 13.87363 -12.43712 9.54299
H12 10.03733 -6.48798 10.49068
H13 15.32035 -5.59387 9.42511
C7 17.06791 -10.07720 11.84083
H14 18.58921 -8.60890 11.80226
H15 18.75389 -12.37308 10.62520
H16 16.19870 -5.73147 7.64927
O4 18.70989 -5.00172 12.79457
N2 18.25469 -5.72231 16.82038
H17 9.13291 -7.92199 11.10156
O5 16.06901 -5.31360 17.52942
O6 11.26932 -12.70536 6.92004
H18 19.13439 -3.79165 16.71306
H19 16.41544 -5.37883 13.94575
O7 20.13123 -12.26185 12.64841
H20 10.37120 -6.10400 12.76070
H21 19.68165 -10.95504 10.04776
C8 18.94243 -4.52699 17.49442
O8 13.43375 -12.69669 8.22937
C9 16.02752 -6.80521 7.57258
N3 14.84156 -4.07832 13.96447
O9 13.11923 -8.62007 12.37407
C10 15.62650 -2.89192 14.06046
H22 13.01552 -3.23240 14.65587
C11 12.12165 -8.62735 11.65902
H23 18.60601 -7.32733 15.33321
H24 14.62688 -9.22655 9.66445
H25 17.03230 -7.12183 7.29283
O10 17.11196 -7.75746 12.94987
C12 15.31860 -5.34923 13.85486
C13 15.11198 -6.62885 9.73753
H26 18.55053 -9.12336 13.30487
H27 19.73903 -4.87650 18.15121
H28 19.96037 -6.98573 16.37543
H29 16.59125 -6.92030 16.46014
O11 17.17174 -4.57546 11.31685
C14 13.41570 -3.90332 13.89573
S1 12.05259 -11.88828 7.82304
H30 20.00725 -4.78823 10.43281
O12 21.85331 -11.91640 11.35963
C15 19.73971 -12.00224 10.34459
H31 15.33112 -6.85475 6.73552
H32 19.41528 -5.90300 15.05955
N4 11.23463 -7.66699 11.78470
H33 18.26314 -3.94960 18.12155
H34 19.09513 -6.47758 10.63258
H35 17.41005 -10.22805 10.81697
N5 15.57054 -7.50329 8.77308
H36 16.12079 -9.50549 8.69653
H37 20.30380 -12.58257 9.61444
N6 20.65556 -12.10635 11.57916
H38 14.67011 -13.14762 9.76417
O13 12.42219 -10.53859 7.40612
H39 12.83388 -4.78506 14.16426
C16 16.93175 -6.00816 16.97419
H40 16.67852 -3.04991 14.29794
H41 15.15744 -2.08252 14.61990
H42 14.53725 -9.04200 7.93562
C17 19.10471 -5.39522 10.50407
C18 11.37168 -6.53604 12.73857
O14 15.65403 -10.14702 11.90483

Values from the calculation:
<S²>: 3.7567
2S+1: 4
Total energy (Ha): -3873.5703
Gap between HOMO and LUMO (alpha / beta) (eV): 7.31 / 7.30
Energy above the lowest of the compared OMol25 structures with the same formula, charge and spin (kcal/mol): 0.0

=====

# 6
A cluster of 2 separate species, C5H8N2 in total in a non-equilibrium geometry, computed with ωB97M-V with the def2-TZVPD basis set.

CARTESIAN COORDINATES (ANGSTROEM)
C1 -0.23600 0.76184 -1.36565
C2 0.35344 -0.55995 -1.49942
H1 -0.04331 -2.60913 0.87670
C3 0.83135 -2.25329 1.43254
C4 -1.51342 2.39336 -0.34827
C5 1.22859 -0.89262 1.01388
H2 2.33781 -0.83707 1.07565
H3 -1.16253 3.03938 -1.16765
H4 1.58597 -3.04635 1.51616
N1 -1.03076 1.03327 -0.42368
N2 0.85501 -1.57816 -1.73788
H5 0.43948 -2.03949 2.44695
H6 0.07305 1.47764 -2.13856
H7 -2.60726 2.37982 -0.33659
H8 -1.18366 2.81574 0.60694

Values from the calculation:
Total energy (Ha): -304.6310
Gap between HOMO and LUMO (eV): 8.56
Energy above the lowest of the compared OMol25 structures with the same formula, charge and spin (kcal/mol): 128.3

=====

# 7
The molecule C3H8N4O in a non-equilibrium geometry, computed with ωB97M-V with the def2-TZVPD basis set.

CARTESIAN COORDINATES (ANGSTROEM)
H1 1.60141 -0.11732 1.79348
C1 2.18690 -0.39989 0.97324
N1 -1.46796 -1.01547 -0.35682
H2 0.91732 2.61130 -0.54430
N2 -2.57307 -0.53905 0.39721
H3 3.47757 -0.45801 0.87201
H4 -0.98936 3.10109 -0.21171
H5 -0.76933 1.70660 -1.51117
C2 -0.23110 2.04206 -0.39069
C3 -0.44729 -0.26373 -0.27123
H6 -3.25126 -1.16064 0.58554
N3 0.89142 -0.65836 -0.87508
N4 1.97891 -0.53001 -0.32316
O1 -0.07317 0.79917 0.71525
H7 -2.29564 -0.09855 1.37458
H8 1.03857 -1.04825 -1.84348

Values from the calculation:
SMILES: C=NN/C(=N/N)OC
Total energy (Ha): -413.0689
Gap between HOMO and LUMO (eV): 8.64
Energy above the lowest of the compared OMol25 structures with the same formula, charge and spin (kcal/mol): 217.9

=====

# 8
A cluster of 2 separate species, CH2NO3S in total in a non-equilibrium geometry, computed with ωB97M-V with the def2-TZVPD basis set.

CARTESIAN COORDINATES (ANGSTROEM)
H1 -0.22766 -0.68789 -0.00253
O1 -2.79378 -1.18500 -0.78409
N1 -0.68717 1.32321 -0.21254
S1 -3.17199 -0.00008 -0.01387
O2 -3.25161 -0.20804 1.43149
H2 1.17710 0.50165 -0.09746
O3 -4.23355 0.81573 -0.59606
C1 0.07481 0.36587 -0.10278

Values from the calculation:
Total energy (Ha): -717.9412
Net charge: -1
Gap between HOMO and LUMO (alpha / beta) (eV): 6.82 / 8.99
Energy above the lowest of the compared OMol25 structures with the same formula, charge and spin (kcal/mol): 62.9